A structure of composition C17H15ClN2O5S in a non-equilibrium geometry. Source: OMol25; level of theory: wB97M-V/def2-TZVPD.

The geometry in XYZ format:
```
41
C17H15ClN2O5S wB97M-V/def2-TZVPD
S -1.52 2.69 0.25
Cl 6.61 0.92 1.97
C -0.33 1.47 0.08
C -3.10 2.01 0.35
C -0.66 -1.65 -0.72
C 2.14 0.07 1.42
H 0.37 -1.29 1.77
C -0.21 0.89 1.16
H 0.06 2.18 -1.82
H -3.16 1.36 1.31
H 1.95 2.22 1.03
C 2.66 1.28 1.35
C 4.50 -0.70 1.92
H -3.18 -0.42 -2.91
O 1.24 0.16 -2.49
C 4.86 0.48 1.98
H -3.84 2.75 0.56
H 4.25 2.58 1.41
N 0.17 1.29 -1.14
C 0.72 -1.05 -0.58
C 3.92 1.51 1.39
H -1.55 -4.79 -0.40
H -2.23 0.97 -3.72
O -1.67 -0.91 -0.69
C 0.81 -0.47 1.13
H 1.61 -1.79 -0.63
O -2.73 1.66 -1.88
H 5.13 -1.63 2.42
H 2.78 -2.19 1.78
O -4.48 0.50 -0.60
C -3.52 1.24 -0.69
C -0.81 0.71 2.44
C 0.82 0.22 -1.33
C -1.66 -3.89 -1.15
H -2.48 -3.13 -0.80
O -0.45 -2.86 -0.82
H -4.10 1.05 -3.49
N -1.24 0.94 3.39
C -3.08 0.68 -2.96
H -1.78 -3.87 -2.15
C 3.19 -1.19 1.84
```

Properties
- E: -54435.80983 eV
- HOMO: -8.68 eV
- Frontier orbital gap: 8.17 eV
- Total charge: 0

A structure of composition C17H15CoN3OS2 in a non-equilibrium geometry. Source: OMol25; level of theory: wB97M-V/def2-TZVPD.

The geometry in XYZ format:
```
39
C17H15CoN3OS2 wB97M-V/def2-TZVPD
O -1.87 0.30 -0.61
H 0.08 -2.27 3.00
C 3.32 -6.22 1.38
C 4.64 -4.38 2.19
H 5.43 -6.33 1.75
C 2.22 -0.57 0.83
H 5.60 -3.99 2.50
C 3.64 -2.14 2.66
C -2.72 0.18 0.35
N 1.21 -0.90 1.59
C -1.03 -0.79 1.91
C -2.34 -0.34 1.63
H -1.66 -2.22 3.37
C -4.08 0.50 0.10
C -3.36 -0.46 2.62
C -0.03 2.50 0.06
H 4.53 -1.98 3.27
S 2.02 0.30 -0.62
H 3.24 -7.25 1.06
H 1.41 -3.46 1.84
N 0.06 3.60 0.37
C 3.52 -3.57 2.22
H -3.10 -0.82 3.61
H 0.14 4.56 0.64
H 2.78 -1.80 3.24
H -6.04 0.63 0.89
C 2.19 -5.41 1.41
C 2.29 -4.09 1.83
H -4.33 0.86 -0.89
S 3.85 -0.98 1.26
C -4.65 -0.10 2.37
C -5.01 0.37 1.08
N 0.02 -0.49 1.13
H -0.57 -0.97 3.99
C 4.55 -5.70 1.77
H 1.23 -5.81 1.10
C -0.79 -1.62 3.13
Co -0.10 0.60 -0.38
H -5.40 -0.19 3.14
```

Properties
- E: -83679.59209 eV
- HOMO (alpha / beta): -11.27 / -11.23 eV
- Frontier orbital gap (alpha / beta): 5.82 / 5.88 eV
- Total charge: +1